No. 1
The following is a quantum chemistry calculation of a structure of composition C50H42F3INO4PS2TaTe2, from the OMol25 dataset.

For the lowest unoccupied orbital energy (spin up / spin down), the calculation gives -5.88 / -6.08 eV. Its total charge is +2. As for the multiplicity: 2. As for the HOMO energy (spin up / spin down): -0.4579 / -0.4757 Ha. The energy above the lowest of the compared OMol25 structures with the same formula, charge and spin comes out at 51.42 kcal/mol. Its expectation value of S² is 0.782.

Each line ends with the Löwdin charge.
Atoms and positions in Å:
H 5.0544 2.4053 -4.3171  0.117
H -0.2173 2.4265 -4.7101  0.104
S -0.5537 5.1867 -0.2917  0.973
C -0.2131 -0.1652 5.3191  -0.268
H 2.0033 4.8360 -2.5449  0.108
O -4.8890 1.0931 0.6533  -0.034
H 0.7347 -0.3611 -6.0000  0.117
H -2.6311 3.2574 4.3496  0.099
H 1.8380 0.8864 8.6299  0.083
H -0.4194 -6.8275 1.7006  0.115
H -2.3698 2.8022 -5.8355  0.115
H -0.5359 7.4638 -1.1397  0.083
C -2.7813 0.3815 2.6204  -0.293
H 4.6396 -5.3087 -2.5548  0.121
C 1.5771 0.9269 4.0582  -0.299
S -2.2505 -0.6231 0.0553  0.780
C -1.6689 -0.5856 -4.1258  -0.103
C -3.4502 -1.6415 1.0276  -0.653
C -3.1404 0.8578 -5.3610  -0.049
P 0.8605 0.0821 -3.2436  0.968
C 2.2025 1.2411 5.2551  0.001
H 1.6618 2.1283 2.2419  0.076
C -5.3927 1.4594 1.9779  -0.171
H 3.2154 1.7982 2.9835  0.088
H -4.0864 1.0252 -5.8591  0.117
C 2.8708 -3.2771 -4.6412  -0.142
H -2.2499 -0.6660 4.7465  0.048
O -0.1882 1.1356 -0.7691  -0.921
H -5.9511 -0.5791 1.3930  0.164
Ta 0.1704 -0.6659 -0.7550  1.314
C -0.8648 6.4623 -1.3731  -0.379
Te -1.9880 2.2305 -0.7164  1.465
F -1.1465 -1.6367 2.6457  -0.429
C -2.1453 2.6250 3.6073  -0.044
H 1.4982 -2.1263 -7.5367  0.121
H 0.0092 -0.0900 7.4369  0.127
C 0.6751 -3.6303 1.5939  -0.176
C 0.7349 -2.4943 0.6896  -0.559
I 3.1579 -0.7284 -1.0586  1.288
C -2.1816 1.8587 -5.3389  -0.064
F -4.4523 -1.9439 0.1858  0.101
C -3.8715 -0.6256 2.1447  -0.173
C 3.6326 3.7434 -3.4259  -0.048
H 1.5676 -2.5535 3.2263  0.114
C 1.6358 0.9180 6.4837  -0.233
H -4.1719 -1.2383 3.0027  0.176
H 3.8200 -5.1950 -4.8809  0.128
C 4.0560 2.5155 -3.9151  -0.052
H -0.2414 -4.9092 0.1331  0.125
C 0.5122 -5.7717 3.3217  -0.045
O -1.5714 -1.4526 -1.2031  -0.627
H 0.4920 2.9175 -2.5092  0.051
H -1.8822 -0.8681 6.4611  0.090
N 0.8377 -1.1889 1.0853  -0.337
O 0.7353 -2.6706 -0.6033  -0.208
C 1.7722 -2.1743 -6.4920  -0.032
C 1.9123 1.5512 -3.3746  -0.392
C 1.3562 -1.1581 -5.6106  -0.057
C -4.4360 2.1515 2.8303  0.060
H 3.1490 1.7702 5.2307  0.128
C -0.7083 0.4260 -4.0826  -0.384
C -1.4817 -0.9715 5.4552  -0.031
C 4.0788 -4.4541 -2.9076  -0.043
H -4.7186 3.1051 3.2585  0.129
C 0.0293 -5.8986 2.0248  -0.047
H -6.4185 1.8020 1.9664  0.157
H -1.4701 -1.5537 -3.6832  0.104
C -1.5380 6.0435 -2.4865  -0.151
C 1.6828 -1.1710 -4.2783  -0.312
H -1.3205 2.1256 4.1164  0.053
H 2.1083 2.4605 7.8842  0.095
C 2.2405 1.3653 2.7711  -0.074
C -3.1503 1.6665 3.0024  -0.338
C 3.1421 -2.2823 -2.4735  -0.549
C -1.2892 4.0395 -1.3295  -0.992
C 2.2671 1.3872 7.7643  -0.028
H 2.3934 0.5190 2.0970  0.041
H 4.3058 4.5906 -3.4365  0.117
H -1.7386 3.2860 2.8363  0.083
C 1.4904 2.7898 -2.8970  -0.107
H 0.4471 -6.6118 4.0008  0.116
C 0.4472 0.1989 6.4880  0.007
C -0.9662 1.6475 -4.7006  -0.086
C 3.6166 -4.3926 -4.1828  -0.004
C -1.7921 4.6492 -2.4587  -0.228
C 0.3656 0.2146 4.0981  -0.332
C 0.1228 -4.8301 1.1489  0.002
Te -0.6230 0.1387 2.2505  1.788
H -2.3130 4.1068 -3.2367  0.095
C 3.8644 -3.3586 -2.0465  -0.148
C 1.0803 -4.5777 3.7573  -0.049
H 3.5470 0.4751 -4.2806  0.103
C 2.5391 -2.2042 -3.7660  -0.188
H -1.2804 -2.0285 5.2708  0.093
C 3.2035 1.4230 -3.8876  -0.114
H 1.4629 -4.4943 4.7655  0.114
C -2.8802 -0.3685 -4.7600  -0.046
H 2.7479 -4.0570 -6.6435  0.128
H -3.6180 -1.1589 -4.7957  0.118
C 1.1505 -3.4975 2.8979  -0.020
C 2.4710 -3.2306 -6.0005  0.002
H 3.3440 1.2180 7.7603  0.090
F -2.9716 -2.8012 1.4637  0.113
H 4.2973 -3.3718 -1.0559  0.094
C 2.3457 3.8811 -2.9237  -0.046
C -5.1155 0.0717 1.6196  -0.213
H -1.8385 6.7022 -3.2877  0.116

Forces on atoms 1 to 2 (eV/Å):
H 0.0 0.0 0.0
H 0.0 0.0 0.0


No. 2
The following is a quantum chemistry calculation of the ion C5H7ClN5 with charge +1, from the OMol25 dataset.

Its structure (SMILES) is [H]/N=C(Cl)/N=C(C)\[N+](N)=C\C#N. For the lowest unoccupied orbital energy, the calculation gives -5.52 eV. Its total charge is +1. As for the HOMO energy: -0.5299 Ha. The energy above the lowest of the compared OMol25 structures with the same formula, charge and spin comes out at 89.59 kcal/mol.

Each line ends with the Löwdin charge.
Atoms and positions in Å:
H -0.2585 2.3120 -1.3882  0.076
C -0.4453 1.8143 -0.5024  0.036
C -0.2904 -1.6686 -0.4646  -0.037
H 0.3611 -0.2070 2.2106  0.174
C -0.5107 -3.0361 -0.0606  -0.128
N -0.7048 -4.0939 0.3836  0.235
N 1.6293 0.5002 -0.6311  0.164
H -0.7164 -1.5128 2.1520  0.116
N -0.2147 -0.6813 0.3504  -0.080
C 0.4051 0.5980 -0.3225  -0.173
H -0.2892 2.4812 0.2688  0.073
H -1.5601 1.5360 -0.4993  0.135
H -0.1837 -1.5595 -1.5835  0.176
C 2.5161 -0.4589 -0.5006  -0.824
N -0.4096 -0.6978 1.6795  0.175
N 2.2473 -1.5972 -0.8354  0.154
H 2.9302 -2.3054 -0.9646  0.088
Cl 4.0935 -0.0580 0.3235  0.640

Forces on atoms 1 to 2 (eV/Å):
H 0.8 0.8 -2.0
C -2.9 -3.2 0.3


No. 3
The following is a quantum chemistry calculation of the molecule C4H7NOS, from the OMol25 dataset.

Its structure (SMILES) is CNC(=O)[C@H]1CS1. For the lowest unoccupied orbital energy, the calculation gives 0.77 eV. Its total charge is 0. As for the HOMO energy: -0.3292 Ha. The energy above the lowest of the compared OMol25 structures with the same formula, charge and spin comes out at 18.48 kcal/mol.

Each line ends with the Löwdin charge.
Atoms and positions in Å:
C -0.3511 0.0005 -0.9519  -0.542
N -1.1374 1.1112 -0.9654  -0.007
H -2.4845 1.3262 0.5486  0.077
H -1.1023 -0.9107 0.9216  0.109
C -1.6144 1.8692 0.1740  -0.090
O 0.0830 -0.4114 -1.9926  0.065
H 1.4026 -1.9748 -0.4845  0.079
H -1.9681 2.8452 -0.2088  0.096
C 0.9215 -1.7222 0.4540  -0.418
C -0.1796 -0.6654 0.4270  -0.539
H -0.9321 1.8852 1.0192  0.071
H 0.7390 -2.5715 1.0838  0.062
S 1.2664 -0.2221 1.3182  0.873
H -1.2765 1.5741 -1.8903  0.161

Forces on atoms 1 to 2 (eV/Å):
C -1.1 0.8 0.7
N 0.1 1.2 -0.9


No. 4
The following is a quantum chemistry calculation of a cluster of 5 separate species, C25H41N3O14P in total, from the OMol25 dataset.

For the lowest unoccupied orbital energy, the calculation gives -5.10 eV. Its total charge is +1. As for the HOMO energy: -0.4433 Ha.

Each line ends with the Löwdin charge.
Atoms and positions in Å:
O 0.9167 -0.9276 2.4449  0.010
H 2.4368 4.7743 2.5084  0.087
C 3.0867 0.3927 -5.1677  -0.215
H -1.8931 1.7090 2.0780  0.106
C -1.5658 -8.6270 5.1034  0.005
O -3.9607 1.7533 0.5857  0.139
C -1.3807 1.5008 1.1407  -0.017
H 3.1373 1.3984 -7.0789  0.077
O 2.1545 0.7251 1.8109  0.037
C -1.5532 -5.6143 2.1444  -0.254
C -0.5693 -4.7176 0.3826  -0.115
H -5.6184 -0.9842 -1.2734  0.119
C 3.7127 0.6603 -6.5204  -0.064
H -0.1926 -2.5354 3.0232  0.102
C 2.8441 5.6912 2.0883  -0.038
H 4.2521 8.7443 -3.1576  0.083
H 1.3635 1.5417 -0.7003  0.080
H 0.5973 -8.4865 5.0396  0.136
O -5.1472 -8.7247 3.6059  -0.278
C 4.0872 7.9378 -2.4430  -0.059
H 4.3751 6.9914 -2.9042  0.081
C -3.3709 0.7986 0.1602  -0.611
O -3.8803 -0.1646 -0.6135  0.018
H 1.3373 2.8646 0.4560  0.072
C 2.9076 1.4338 0.8069  -0.188
H 3.5603 2.1191 1.3453  0.123
H -1.2581 2.4165 0.5641  0.105
H -4.4739 -6.7258 5.8848  0.050
C -2.5970 -4.7245 2.1510  0.014
C 2.6358 7.8972 -2.0136  -0.212
C -0.4451 -7.1638 3.6596  0.016
C -5.2640 -0.0003 -0.9679  -0.214
H 4.7217 1.0577 -6.4014  0.082
C -2.6905 -8.0557 4.4859  -0.336
H -6.1036 -8.7505 3.7477  0.066
O -5.0610 -7.4935 5.8656  -0.273
C -2.5921 -3.7549 1.1551  -0.021
O 1.3209 2.3940 -5.3980  0.127
H -6.4641 1.0223 -2.4344  0.084
O -2.0819 0.5173 0.3700  -0.003
H 2.0617 0.0344 -5.2659  0.122
H 0.2449 -4.7201 -0.3430  0.133
H -0.5988 -1.8795 1.4309  0.071
H 2.4445 6.5389 2.6413  0.098
C 1.6082 -0.4189 1.4170  -0.630
P -4.3646 -8.7570 5.0467  0.874
C 0.2183 -2.1182 2.1047  -0.054
H 2.5811 2.8204 -0.8078  0.084
H -1.5754 -2.9900 -0.5368  0.134
N -0.5495 -5.6675 1.3061  0.153
C 2.7334 6.8911 0.1030  -0.608
C 1.9974 2.2117 -0.1175  -0.056
H 3.9305 5.6640 2.1665  0.101
H 2.3407 8.8189 -1.5125  0.126
C -0.3473 -8.1312 4.6454  0.039
H 0.4798 -6.7672 3.2428  0.150
O 1.6939 -0.9099 0.3219  0.130
H 4.7442 8.0948 -1.5878  0.078
C -1.5474 -3.7502 0.2368  -0.042
H 1.9956 7.7833 -2.8878  0.116
O 2.3920 3.4962 -3.7415  -0.001
H -3.3800 -4.8192 2.8939  0.119
H -5.1160 1.9824 -1.8111  0.079
O 3.1342 1.5584 -4.3335  0.033
C 2.1921 2.4717 -4.5726  -0.612
H -1.6128 -9.3924 5.8710  0.126
N -2.7358 -7.1130 3.5792  0.163
C -5.4246 0.9808 -2.1095  -0.061
H -4.8008 0.6874 -2.9550  0.084
H -3.4185 -3.0521 1.1075  0.127
H 0.8849 -2.8524 1.6548  0.092
H 1.6557 5.2835 -3.1086  0.073
H 3.7606 -0.2567 -7.1081  0.081
H 1.7000 5.0930 -4.8707  0.103
H 0.4535 4.2536 -3.8994  0.099
C 1.4886 4.5889 -3.9279  -0.027
N -1.5608 -6.6673 3.1662  0.004
H -0.3991 1.0952 1.3646  0.068
H 3.6514 -0.3780 -4.6447  0.121
O 3.2353 7.8566 0.6104  0.137
H -5.8482 0.3000 -0.0978  0.124
H 3.5465 0.7461 0.2534  0.127
O 2.3750 6.7614 -1.1741  0.016
O 2.4508 5.7378 0.7155  -0.009

Forces on atoms 1 to 2 (eV/Å):
O 0.1 -0.1 0.1
H -0.1 0.0 -0.2